[1]
{"formula": "C5H13NO", "method": "ωB97M-V/def2-TZVPD", "symbols": ["C", "C", "C", "C", "C", "N", "H", "H", "H", "H", "H", "H", "H", "H", "H", "H", "H", "O", "H", "H"], "xyz": [[2.974193, 1.161999, 0.164658], [1.786459, 0.565565, 0.187078], [1.207321, -0.640257, 0.740285], [-0.239203, -0.382784, 1.194977], [-1.183902, 0.006973, 0.107949], [-0.868820, -1.488055, 1.861971], [3.228918, 2.158536, -0.159986], [3.805629, 0.684695, 0.676756], [0.998690, 1.216121, -0.266940], [1.215496, -1.270589, -0.185816], [1.727553, -1.172251, 1.448984], [-0.221531, 0.449560, 2.041685], [-1.700619, -0.854508, -0.335477], [-1.965918, 0.689451, 0.632911], [-0.702864, 0.484972, -0.718173], [-1.266689, -2.342108, 1.336093], [-0.354089, -1.808564, 2.635907], [-2.900769, 1.070472, -4.170556], [-3.229658, 1.137878, -3.254697], [-2.310197, 0.332891, -3.937609]], "forces_ev_per_angstrom": [[0.7, -1.2, 1.3], [-0.3, 3.8, -0.8], [-1.5, -0.3, -2.8], [0.2, 0.3, 1.7], [-2.0, 1.3, 0.6], [-1.7, -2.1, -0.7], [-0.6, 0.0, -0.5], [0.1, -0.2, -0.1], [0.6, -0.6, 0.2], [-0.6, -0.3, 0.7], [1.5, -0.9, 1.8], [0.2, -1.3, -1.9], [0.1, 0.0, 0.4], [1.1, -1.1, -1.5], [0.1, 0.7, -0.4], [1.3, 2.3, 0.7], [0.6, -0.5, 1.0], [0.3, -0.9, 1.6], [-0.5, 0.8, -0.5], [0.2, 0.1, -1.0]], "lowdin_charge": [0.0010, -0.2223, -0.1845, -0.4988, -0.0943, -0.0029, 0.0483, 0.0493, 0.1001, 0.1435, 0.0860, 0.1757, 0.0748, 0.1197, 0.0436, 0.1198, 0.0429, -0.0718, 0.0363, 0.0337], "smiles": "C=CC[C@@H](C)N.O", "e_homo_ev": -9.095, "multiplicity": 1, "e_above_lowest_kcal_mol": 57.3, "lumo_energy_ev": 0.7}

***

[2]
{"formula": "C5H13NO", "method": "ωB97M-V/def2-TZVPD", "symbols": ["C", "N", "C", "C", "C", "C", "H", "H", "H", "H", "H", "H", "H", "H", "H", "H", "H", "O", "H", "H"], "xyz": [[2.117183, 0.610657, -1.265037], [2.144139, -0.024498, -0.193282], [0.932614, -0.176878, 0.585773], [-0.433859, 0.080553, -0.019379], [-0.688056, -0.781699, -1.280103], [-1.957328, -1.684830, -1.151235], [3.007762, 0.735605, -1.875742], [1.210781, 1.084934, -1.645790], [1.030848, -1.134884, 1.103540], [1.071063, 0.410076, 1.497522], [-0.470311, 1.117404, -0.352400], [-1.223297, -0.037239, 0.720110], [0.146178, -1.431714, -1.517575], [-0.930260, -0.151514, -2.135740], [-1.708962, -2.723995, -1.006975], [-2.541211, -1.365463, -0.298503], [-2.576620, -1.633683, -2.045693], [-1.265619, 1.758905, 2.737847], [-1.131424, 0.811702, 2.873908], [-0.665130, 2.378229, 3.157306]], "forces_ev_per_angstrom": [[-0.4, 0.6, -0.8], [0.2, -0.4, 0.6], [0.3, -0.2, 1.6], [0.7, 0.0, -1.2], [-1.6, -0.6, 0.2], [0.5, 0.3, -0.1], [0.2, -0.1, 0.2], [-0.1, 0.0, -0.2], [-0.4, -0.6, -0.7], [0.0, 0.8, -0.2], [-0.1, 0.2, 0.3], [0.1, -0.1, 0.0], [0.3, 0.2, -0.1], [0.6, 0.2, 0.0], [0.1, -0.4, 0.1], [-0.4, 0.0, 0.1], [0.0, 0.0, 0.0], [-1.0, 0.1, -0.8], [0.7, 0.8, 0.5], [0.3, -0.8, 0.3]], "lowdin_charge": [-0.0703, -0.0217, -0.2712, -0.2129, -0.2424, -0.0998, 0.0686, 0.0698, 0.1124, 0.1014, 0.1001, 0.0865, 0.0969, 0.0946, 0.0580, 0.0551, 0.0635, -0.0605, 0.0339, 0.0381], "smiles": "C=NCCCC.O", "e_homo_ev": -9.473, "multiplicity": 1, "e_above_lowest_kcal_mol": 45.4, "lumo_energy_ev": 0.8}

***

[3]
{"formula": "C5H13NO", "method": "ωB97M-V/def2-TZVPD", "symbols": ["C", "N", "C", "O", "H", "H", "H", "H", "H", "C", "C", "H", "H", "H", "H", "C", "H", "H", "H", "H"], "xyz": [[-0.857801, 1.606193, 1.208297], [-0.042572, 0.415461, 1.050154], [0.784921, 0.052674, 2.055761], [1.073790, 0.722991, 3.026929], [-1.073336, 1.818854, 2.255446], [-0.347854, 2.479026, 0.797200], [-1.814435, 1.485373, 0.691909], [-0.614414, -0.485222, 0.428356], [1.311351, -0.895326, 1.831375], [-0.695829, -1.213391, -1.702768], [-1.245433, -1.536167, -0.491852], [0.099697, -1.795716, -2.140745], [-1.137391, -0.447686, -2.322542], [-2.278577, -1.270312, -0.294792], [-0.935134, -2.457664, -0.012100], [1.525971, 0.268802, -1.356450], [1.543128, 0.163094, -2.434284], [2.057871, -0.569197, -0.916867], [2.032403, 1.199520, -1.089606], [0.613644, 0.458693, -0.583421]], "forces_ev_per_angstrom": [[-0.2, 0.2, 0.1], [-2.5, -2.0, -0.4], [0.7, -0.1, -0.3], [-0.2, 0.0, 0.0], [0.1, -0.1, 0.0], [0.0, 0.0, 0.0], [0.2, 0.0, -0.1], [2.1, 2.7, 2.1], [-0.2, -0.1, 0.2], [-1.3, -0.9, 1.2], [-0.4, -1.3, -2.5], [0.3, 0.2, 0.2], [0.0, 0.1, 0.0], [0.2, 0.6, 0.3], [0.3, 0.2, 0.2], [-0.8, 1.2, 2.3], [-0.8, 0.1, -0.1], [0.3, -0.1, 0.1], [0.7, -0.1, -0.2], [1.6, -0.8, -2.9]], "lowdin_charge": [-0.0932, -0.1363, -0.4050, 0.0083, 0.0804, 0.0837, 0.0785, 0.1002, 0.1280, -0.0361, -0.1292, 0.0690, 0.0769, 0.0796, 0.0773, -0.0879, 0.0211, 0.0230, 0.0238, 0.0379], "smiles": "CNC=O.C=C.C", "e_homo_ev": -9.047, "multiplicity": 1, "e_above_lowest_kcal_mol": 87.3, "lumo_energy_ev": 0.2}

***

| no. | DFT total energy (Eh) |
| --- | --- |
| 1 | -328.227463 |
| 2 | -328.246453 |
| 3 | -328.179786 |